Here is C23H24BFN10Pt as an isolated structure from OMol25. Energies are from the ωB97M-V functional and the def2-TZVPD basis.

Each line ends with the Löwdin spin population.
Atoms and positions in Å:
Pt 0.421 -0.092 0.627  0.638
C -2.908 -2.677 0.850  0.001
C -2.349 -1.410 0.948  0.008
N -1.048 -1.474 0.701  0.027
N -0.720 -2.773 0.436  -0.001
C -1.851 -3.495 0.526  0.000
B 0.756 -3.226 0.095  0.001
N 1.633 -2.798 1.315  -0.001
C 2.531 -3.454 2.073  0.001
C 2.914 -2.626 3.110  0.000
C 2.187 -1.453 2.918  0.007
N 1.415 -1.575 1.844  0.011
N 1.202 -2.419 -1.166  0.012
C 1.764 -2.793 -2.332  0.001
C 1.851 -1.686 -3.153  0.004
C 1.306 -0.640 -2.408  0.011
N 0.916 -1.102 -1.228  0.180
N 0.988 -4.703 -0.166  0.000
C 0.266 -5.856 -0.188  0.000
C 1.114 -6.891 -0.477  0.000
C 2.371 -6.281 -0.621  0.000
N 2.297 -4.978 -0.435  0.000
H -3.935 -2.958 0.997  0.000
H -2.804 -0.467 1.199  0.001
H -1.856 -4.550 0.353  0.000
H 2.825 -4.458 1.826  0.000
H 3.605 -2.852 3.902  0.000
H 2.172 -0.547 3.501  0.002
H 2.053 -3.816 -2.495  0.001
H 2.238 -1.648 -4.155  0.001
H 1.159 0.399 -2.657  0.000
H -0.788 -5.903 -0.001  0.000
H 0.862 -7.932 -0.570  0.000
H 3.321 -6.735 -0.852  0.000
C 5.657 -0.389 -0.126  0.000
C 4.479 0.478 0.147  0.000
C 4.347 1.837 0.328  0.000
C 2.988 2.084 0.546  0.003
N 2.304 0.928 0.514  0.010
N 3.249 -0.025 0.261  -0.001
C 2.445 3.453 0.787  0.000
H 6.566 0.208 -0.129  0.000
H 5.562 -0.876 -1.097  0.000
H 5.754 -1.163 0.635  0.000
H 5.130 2.575 0.305  0.000
H 2.991 -0.997 0.198  0.000
H 3.281 4.149 0.800  0.000
H 1.936 3.530 1.747  0.000
H 1.767 3.767 -0.003  0.000
F -3.511 4.016 -1.653  0.002
C -2.621 3.123 -1.199  0.005
C -2.720 1.808 -1.611  0.001
C -1.801 0.888 -1.130  0.006
C -0.788 1.267 -0.245  0.042
C -0.712 2.605 0.125  0.020
C -1.631 3.541 -0.335  0.001
H -3.500 1.520 -2.303  0.000
H -1.860 -0.131 -1.492  0.000
H 0.034 2.928 0.829  0.005
H -1.586 4.577 -0.028  0.000

Output
Energy above the lowest of the compared OMol25 structures with the same formula, charge and spin = 0.817 eV
Frontier orbital gap (alpha / beta) = 0.3343 / 0.2603 Ha
Max |F| = 0.501 eV/Å
Multiplicity = 2
Total charge = +1
Lowest unoccupied orbital energy (alpha / beta) = -0.083 / -0.160 Eh
Expectation value of S² = 0.75